This record from the OMol25 dataset describes 11 unconnected molecules or ions with the total composition C16H56N3O11 in a non-equilibrium geometry. The level of theory is ωB97M-V with the def2-TZVPD basis set.

CARTESIAN COORDINATES (ANGSTROEM)
C (22.941, 0.388, -16.343)
C (21.439, 0.263, -16.160)
O (21.023, -0.876, -15.391)
H (23.472, 0.594, -15.414)
H (23.196, 1.126, -17.103)
H (23.282, -0.531, -16.820)
H (21.057, 0.055, -17.160)
H (20.955, 1.181, -15.827)
C (25.386, 0.835, -19.120)
C (25.573, -0.653, -19.219)
O (26.484, -1.068, -18.267)
H (25.282, 1.203, -18.099)
H (24.590, 1.239, -19.745)
H (26.327, 1.245, -19.486)
H (25.754, -0.752, -20.289)
H (24.621, -1.139, -19.007)
H (26.519, -2.005, -18.063)
C (19.037, 0.435, -19.784)
C (19.697, -0.949, -20.043)
C (21.104, -0.875, -20.669)
O (21.187, -0.202, -21.895)
C (22.358, -0.437, -22.613)
N (19.672, -1.745, -18.785)
H (18.917, 0.904, -20.761)
H (19.657, 1.094, -19.177)
H (18.064, 0.316, -19.306)
H (19.086, -1.512, -20.748)
H (21.410, -1.911, -20.813)
H (21.678, -0.292, -19.948)
H (22.645, -1.488, -22.600)
H (23.184, 0.222, -22.344)
H (22.124, -0.274, -23.665)
H (19.579, -1.176, -17.956)
H (18.725, -2.094, -18.767)
C (21.646, 2.870, -9.668)
C (22.006, 3.015, -11.181)
C (22.061, 1.630, -11.867)
O (23.278, 1.053, -11.487)
C (24.531, 1.544, -11.943)
N (20.828, 3.703, -11.821)
H (21.677, 3.867, -9.228)
H (22.446, 2.267, -9.238)
H (20.751, 2.290, -9.442)
H (22.818, 3.717, -11.370)
H (21.991, 1.740, -12.949)
H (21.232, 0.992, -11.563)
H (24.613, 2.631, -11.944)
H (24.629, 1.100, -12.934)
H (25.246, 1.169, -11.210)
H (19.984, 3.296, -11.442)
H (20.719, 4.699, -11.696)
C (27.344, 4.938, -12.293)
C (27.626, 5.221, -13.786)
C (26.286, 5.162, -14.683)
O (25.632, 4.012, -14.350)
C (24.363, 3.861, -14.883)
N (28.396, 6.453, -13.980)
H (26.794, 5.814, -11.946)
H (28.279, 4.812, -11.748)
H (26.714, 4.055, -12.190)
H (28.158, 4.324, -14.105)
H (26.607, 5.250, -15.721)
H (25.672, 6.048, -14.524)
H (23.685, 4.589, -14.438)
H (23.943, 2.908, -14.562)
H (24.315, 3.902, -15.972)
H (27.710, 7.180, -13.834)
H (29.085, 6.617, -13.260)
O (19.187, -3.500, -15.605)
H (18.509, -4.169, -15.508)
H (18.707, -2.672, -15.616)
O (20.524, 3.434, -14.532)
H (20.817, 2.527, -14.618)
H (20.648, 3.640, -13.606)
O (18.099, -0.900, -15.748)
H (17.626, -0.223, -15.265)
H (19.013, -0.788, -15.485)
O (20.565, -1.388, -12.754)
H (20.570, -0.904, -13.580)
H (19.685, -1.255, -12.402)
O (24.761, -2.700, -15.714)
H (24.998, -3.321, -16.402)
H (25.356, -1.961, -15.841)
O (21.918, -3.163, -17.199)
H (21.576, -2.277, -17.324)
H (21.738, -3.609, -18.026)

Its total charge is -2. As for the spin multiplicity: 2. For the LUMO energy (spin up / spin down), the calculation gives 4.0 / 3.9 eV. For the orbital gap (spin up / spin down), the calculation gives 0.045 / 0.219 Ha.



This record from the OMol25 dataset describes 10 unconnected molecules or ions with the total composition C16H56N4O10 in a non-equilibrium geometry. The level of theory is ωB97M-V with the def2-TZVPD basis set.

CARTESIAN COORDINATES (ANGSTROEM)
C (-1.715, -1.348, 5.358)
O (-2.556, -1.114, 4.230)
C (-3.302, 0.095, 4.366)
C (-4.536, 0.218, 3.388)
C (-5.511, -0.966, 3.733)
N (-4.277, 0.163, 1.960)
H (-2.287, -1.463, 6.307)
H (-0.991, -0.530, 5.440)
H (-1.161, -2.269, 5.215)
H (-3.699, 0.303, 5.359)
H (-2.587, 0.902, 4.165)
H (-5.116, 1.082, 3.782)
H (-5.323, -1.855, 3.110)
H (-6.530, -0.684, 3.583)
H (-5.413, -1.255, 4.763)
H (-3.849, 1.121, 1.739)
H (-5.181, 0.113, 1.468)
C (0.653, -3.714, -2.281)
O (1.896, -4.326, -2.187)
C (2.921, -3.632, -2.935)
C (4.049, -4.633, -3.181)
C (4.669, -5.069, -1.827)
N (5.002, -3.972, -4.213)
H (0.335, -3.502, -3.308)
H (0.593, -2.711, -1.704)
H (-0.157, -4.256, -1.842)
H (2.489, -3.309, -3.865)
H (3.286, -2.666, -2.493)
H (3.462, -5.453, -3.684)
H (5.197, -4.247, -1.340)
H (5.321, -5.916, -1.875)
H (3.823, -5.483, -1.255)
H (5.699, -4.657, -4.339)
H (5.544, -3.226, -3.732)
C (-2.151, 2.334, 0.124)
O (-2.782, 2.875, 1.316)
C (-2.480, 4.319, 1.554)
C (-1.048, 4.541, 2.044)
C (-0.583, 3.557, 3.100)
N (-0.957, 5.917, 2.529)
H (-2.367, 1.274, 0.085)
H (-1.081, 2.479, 0.290)
H (-2.460, 2.869, -0.760)
H (-2.735, 4.949, 0.661)
H (-3.193, 4.476, 2.383)
H (-0.342, 4.534, 1.252)
H (-0.647, 2.553, 2.615)
H (-1.175, 3.572, 4.026)
H (0.441, 3.817, 3.380)
H (-0.039, 6.018, 2.930)
H (-1.608, 6.076, 3.342)
C (1.558, 3.550, -1.520)
O (1.286, 2.361, -2.228)
C (2.333, 1.369, -2.317)
C (3.484, 1.573, -3.396)
C (3.078, 2.005, -4.775)
N (4.333, 0.332, -3.385)
H (2.446, 4.105, -1.820)
H (1.651, 3.388, -0.430)
H (0.718, 4.246, -1.693)
H (2.607, 1.167, -1.291)
H (1.758, 0.550, -2.728)
H (4.199, 2.280, -2.952)
H (2.187, 2.654, -4.714)
H (2.799, 1.150, -5.362)
H (3.726, 2.623, -5.338)
H (4.424, 0.123, -2.385)
H (3.865, -0.425, -3.892)
O (-2.068, -1.140, 0.641)
H (-2.445, -1.138, -0.253)
H (-2.739, -0.779, 1.228)
O (-0.589, 0.278, -2.215)
H (-0.288, 1.168, -2.457)
H (-0.035, 0.202, -1.349)
O (-0.335, -2.752, 2.111)
H (-1.063, -2.514, 1.516)
H (-0.185, -1.944, 2.649)
O (2.105, -2.684, 0.333)
H (1.536, -2.647, 1.132)
H (1.797, -3.428, -0.235)
O (-3.281, -0.601, -1.823)
H (-3.474, -1.160, -2.551)
H (-2.486, -0.056, -2.049)
O (0.701, -0.199, 0.279)
H (1.054, -1.069, -0.051)
H (-0.201, -0.486, 0.548)

For the LUMO energy, the calculation gives 0.6 eV. For the orbital gap, the calculation gives 0.360 Ha. The energy above the lowest of the compared OMol25 structures with the same formula, charge and spin comes out at 106.9 kJ/mol. The SMILES is COC[C@H](C)N.COC[C@H](C)N.COC[C@H](C)N.COC[C@H](C)N.O.O.O.O.O.O.



This record from the OMol25 dataset describes 12 unconnected molecules or ions with the total composition C16H56N4O12 in a non-equilibrium geometry. The level of theory is ωB97M-V with the def2-TZVPD basis set.

CARTESIAN COORDINATES (ANGSTROEM)
N (-3.532, 1.955, -0.113)
C (-2.809, 2.619, 0.756)
N (-2.484, 1.950, 1.831)
O (-2.402, 3.845, 0.538)
H (-3.829, 2.502, -0.922)
H (-4.181, 1.209, 0.191)
H (-2.061, 2.503, 2.570)
H (-2.885, 1.045, 2.177)
N (-1.590, 0.358, -1.076)
C (-0.602, -0.020, -0.294)
N (-0.615, 0.505, 0.910)
O (0.350, -0.857, -0.826)
H (-1.657, 0.053, -2.060)
H (-2.333, 1.025, -0.704)
H (0.313, 0.588, 1.334)
H (-1.328, 1.174, 1.270)
C (1.810, 2.342, -1.461)
C (0.391, 2.926, -1.468)
O (0.402, 4.213, -2.024)
H (2.544, 3.041, -0.975)
H (2.198, 2.047, -2.437)
H (1.787, 1.390, -0.850)
H (0.042, 2.856, -0.440)
H (-0.337, 2.357, -2.077)
H (-0.463, 4.381, -2.319)
C (3.970, -1.333, -0.821)
C (4.595, -1.165, -2.190)
O (4.517, 0.190, -2.490)
H (2.919, -1.275, -0.824)
H (4.391, -0.795, 0.019)
H (4.089, -2.384, -0.484)
H (4.087, -1.829, -2.908)
H (5.633, -1.507, -2.059)
H (4.448, 0.176, -3.461)
C (-2.506, 0.363, 5.202)
C (-2.292, -0.526, 3.990)
O (-3.397, -0.376, 3.088)
H (-2.653, 1.404, 4.871)
H (-1.684, 0.413, 5.844)
H (-3.418, 0.209, 5.773)
H (-2.244, -1.597, 4.276)
H (-1.372, -0.330, 3.489)
H (-3.496, -1.184, 2.553)
C (2.271, -0.413, 2.105)
C (3.033, 0.963, 2.215)
O (2.270, 2.113, 1.770)
H (1.823, -0.537, 1.157)
H (1.483, -0.301, 2.886)
H (2.948, -1.237, 2.315)
H (4.021, 1.016, 1.732)
H (3.179, 1.160, 3.288)
H (2.687, 2.963, 1.828)
C (-2.389, -2.831, -1.154)
O (-3.075, -1.884, -0.394)
H (-2.423, -3.849, -0.720)
H (-1.388, -2.587, -1.336)
H (-2.692, -2.883, -2.169)
H (-2.639, -1.049, -0.499)
C (-3.212, -0.612, -4.094)
O (-1.912, -0.416, -3.570)
H (-3.561, 0.375, -4.439)
H (-3.879, -0.876, -3.259)
H (-3.194, -1.362, -4.887)
H (-1.347, -0.070, -4.273)
C (1.775, -3.994, -2.277)
O (0.806, -2.939, -2.585)
H (1.714, -4.854, -2.988)
H (1.668, -4.354, -1.265)
H (2.787, -3.657, -2.332)
H (0.856, -2.183, -1.974)
C (0.114, -3.131, 1.516)
O (-0.996, -2.267, 1.904)
H (-0.042, -3.882, 0.828)
H (0.523, -3.530, 2.419)
H (0.852, -2.459, 1.120)
H (-0.782, -1.441, 1.481)
C (-0.104, 2.432, 4.289)
O (-1.099, 3.209, 3.705)
H (0.868, 2.748, 3.837)
H (-0.353, 1.377, 4.132)
H (-0.215, 2.565, 5.372)
H (-1.288, 4.022, 4.130)
C (1.212, -0.023, -3.928)
O (1.586, 0.210, -5.289)
H (0.614, -0.952, -3.893)
H (0.566, 0.750, -3.461)
H (2.108, -0.166, -3.304)
H (2.511, 0.374, -5.337)

For the LUMO energy, the calculation gives 0.4 eV. For the orbital gap, the calculation gives 0.357 Ha. The energy above the lowest of the compared OMol25 structures with the same formula, charge and spin comes out at 240.9 kJ/mol. The SMILES is NC(N)=O.NC(N)=O.CCO.CCO.CCO.CCO.CO.CO.CO.CO.CO.CO.



This record from the OMol25 dataset describes 13 unconnected molecules or ions with the total composition C16H58N14O13 in a non-equilibrium geometry. The level of theory is ωB97M-V with the def2-TZVPD basis set.

CARTESIAN COORDINATES (ANGSTROEM)
C (-11.250, -15.842, 16.693)
C (-12.501, -15.941, 15.835)
O (-13.148, -17.176, 16.169)
H (-11.403, -15.699, 17.724)
H (-10.606, -15.017, 16.296)
H (-10.491, -16.715, 16.691)
H (-12.305, -15.921, 14.770)
H (-13.154, -15.131, 16.171)
H (-13.586, -17.578, 15.393)
C (-7.601, -13.474, 10.643)
C (-7.672, -14.453, 11.855)
O (-8.306, -13.807, 12.916)
H (-7.125, -13.953, 9.843)
H (-7.001, -12.642, 10.951)
H (-8.572, -12.997, 10.352)
H (-6.639, -14.604, 12.110)
H (-8.223, -15.389, 11.499)
H (-8.386, -14.417, 13.628)
C (-9.222, -17.653, 9.093)
C (-10.514, -18.274, 8.628)
O (-10.285, -19.544, 8.034)
H (-9.415, -16.735, 9.603)
H (-8.564, -17.546, 8.226)
H (-8.650, -18.361, 9.689)
H (-11.039, -17.621, 7.980)
H (-11.186, -18.352, 9.485)
H (-11.097, -20.003, 7.777)
C (-13.832, -16.991, 11.119)
O (-13.448, -17.682, 10.031)
N (-13.003, -16.607, 12.101)
N (-15.032, -16.374, 11.323)
H (-12.134, -17.214, 12.314)
H (-13.069, -15.716, 12.576)
H (-15.759, -16.610, 10.653)
H (-15.353, -16.054, 12.227)
C (-10.717, -20.471, 11.218)
O (-11.929, -20.247, 10.632)
N (-10.560, -20.660, 12.432)
N (-9.625, -20.470, 10.565)
H (-11.374, -20.598, 13.022)
H (-9.739, -20.451, 12.967)
H (-9.694, -20.087, 9.581)
H (-8.667, -20.526, 11.009)
C (-7.266, -19.934, 12.369)
O (-7.354, -19.209, 13.537)
N (-7.335, -21.194, 12.399)
N (-7.142, -19.483, 11.177)
H (-7.478, -21.679, 13.302)
H (-7.412, -21.777, 11.484)
H (-6.920, -18.474, 11.123)
H (-6.928, -19.960, 10.242)
C (-8.034, -16.484, 16.017)
O (-8.568, -15.675, 14.955)
N (-7.765, -17.712, 15.810)
N (-7.832, -16.167, 17.285)
H (-7.715, -17.978, 14.819)
H (-7.265, -18.301, 16.507)
H (-8.245, -15.228, 17.390)
H (-7.160, -16.627, 17.935)
C (-14.008, -19.335, 14.296)
O (-14.742, -20.255, 15.102)
N (-14.487, -18.278, 13.747)
N (-12.774, -19.606, 14.013)
H (-15.536, -18.124, 13.909)
H (-13.967, -17.674, 13.089)
H (-12.280, -20.262, 14.638)
H (-12.345, -18.988, 13.286)
C (-5.744, -16.731, 9.921)
O (-6.710, -17.028, 10.839)
N (-5.514, -17.558, 8.880)
N (-5.043, -15.619, 9.845)
H (-5.861, -18.542, 8.898)
H (-4.692, -17.442, 8.237)
H (-5.037, -14.962, 10.740)
H (-3.998, -15.733, 9.508)
C (-10.193, -20.269, 15.546)
O (-9.105, -20.949, 15.051)
N (-10.177, -18.966, 15.771)
N (-11.367, -20.811, 15.723)
H (-9.213, -18.509, 15.832)
H (-11.044, -18.591, 16.207)
H (-11.310, -21.847, 15.616)
H (-12.043, -20.378, 16.366)
C (-9.832, -17.182, 12.388)
O (-10.827, -17.596, 13.322)
H (-8.917, -16.993, 12.856)
H (-10.136, -16.293, 11.842)
H (-9.679, -18.037, 11.605)
H (-10.435, -18.081, 14.129)
C (-12.627, -14.008, 10.144)
O (-13.896, -13.878, 10.707)
H (-12.583, -14.858, 9.503)
H (-11.903, -14.201, 10.852)
H (-12.234, -13.223, 9.488)
H (-14.322, -14.752, 10.818)
C (-11.345, -12.868, 13.526)
O (-11.065, -14.191, 13.320)
H (-11.797, -12.669, 14.432)
H (-11.975, -12.498, 12.670)
H (-10.437, -12.318, 13.528)
H (-10.110, -14.256, 13.127)

For the LUMO energy, the calculation gives -0.3 eV. For the orbital gap, the calculation gives 0.289 Ha. The energy above the lowest of the compared OMol25 structures with the same formula, charge and spin comes out at 1298.5 kJ/mol.



This record from the OMol25 dataset describes a molecular structure, C16H58N8O19 in a non-equilibrium geometry. The level of theory is ωB97M-V with the def2-TZVPD basis set.

CARTESIAN COORDINATES (ANGSTROEM)
C (17.994, -16.009, 26.037)
O (17.495, -17.094, 26.316)
N (19.077, -15.458, 26.639)
N (17.399, -15.150, 25.135)
H (19.258, -14.460, 26.537)
H (19.473, -15.987, 27.395)
H (16.436, -15.267, 24.876)
H (17.629, -14.200, 25.439)
C (12.949, -15.270, 20.143)
O (12.612, -16.257, 20.784)
N (12.075, -14.601, 19.303)
N (14.216, -14.758, 20.112)
H (12.573, -13.987, 18.691)
H (11.229, -15.110, 19.126)
H (14.459, -14.096, 19.402)
H (14.961, -15.274, 20.554)
C (21.052, -13.850, 22.580)
O (21.681, -14.102, 21.537)
N (19.891, -14.431, 22.939)
N (21.567, -13.023, 23.516)
H (19.405, -15.038, 22.308)
H (19.515, -14.278, 23.854)
H (22.461, -12.586, 23.398)
H (21.110, -12.914, 24.416)
C (22.051, -11.423, 23.783)
O (21.772, -10.420, 24.441)
N (23.224, -12.079, 23.890)
N (21.195, -11.961, 22.867)
H (23.545, -12.800, 23.272)
H (23.936, -11.633, 24.444)
H (20.270, -11.568, 22.825)
H (21.358, -12.802, 22.345)
C (14.381, -11.031, 24.616)
C (14.338, -12.227, 23.659)
O (14.390, -11.859, 22.302)
O (15.704, -10.470, 24.936)
H (13.903, -11.369, 25.540)
H (13.761, -10.219, 24.236)
H (13.334, -12.654, 23.713)
H (15.070, -12.993, 23.933)
H (15.344, -11.706, 22.189)
H (15.541, -9.842, 25.649)
C (20.734, -16.875, 21.071)
C (20.114, -17.009, 19.683)
O (19.272, -15.945, 19.279)
O (21.531, -15.693, 21.094)
H (21.398, -17.737, 21.186)
H (20.026, -16.725, 21.890)
H (19.676, -18.005, 19.551)
H (20.921, -17.022, 18.942)
H (18.367, -16.269, 19.442)
H (21.879, -15.540, 21.982)
C (17.783, -12.577, 22.839)
C (18.095, -13.679, 21.846)
O (19.293, -13.527, 21.125)
O (17.062, -11.498, 22.254)
H (18.665, -12.270, 23.406)
H (17.159, -12.955, 23.655)
H (17.205, -13.790, 21.209)
H (18.127, -14.699, 22.249)
H (19.560, -14.363, 20.713)
H (17.725, -10.896, 21.884)
C (23.787, -16.564, 17.912)
C (23.977, -15.382, 18.853)
O (22.812, -14.560, 18.967)
O (23.658, -17.802, 18.624)
H (24.556, -16.640, 17.141)
H (22.876, -16.437, 17.320)
H (24.852, -14.818, 18.522)
H (24.215, -15.696, 19.872)
H (22.296, -14.946, 19.702)
H (22.748, -18.097, 18.652)
C (19.980, -9.829, 20.596)
C (18.913, -9.591, 19.530)
O (18.425, -8.254, 19.606)
O (19.381, -9.831, 21.892)
H (20.729, -9.044, 20.496)
H (20.399, -10.824, 20.441)
H (18.086, -10.302, 19.590)
H (19.437, -9.693, 18.578)
H (17.808, -8.237, 20.350)
H (19.474, -8.954, 22.272)
C (18.228, -11.595, 26.740)
C (19.580, -11.665, 26.011)
O (20.278, -12.907, 26.157)
O (17.340, -12.443, 25.979)
H (17.842, -10.578, 26.693)
H (18.372, -11.954, 27.760)
H (20.238, -10.817, 26.210)
H (19.298, -11.571, 24.960)
H (20.907, -12.741, 26.869)
H (16.598, -11.920, 25.650)
O (17.027, -17.186, 22.911)
H (17.810, -17.705, 22.678)
H (16.584, -17.705, 23.597)
O (16.430, -8.778, 22.696)
H (16.341, -9.583, 23.231)
H (15.960, -8.090, 23.175)
O (16.595, -16.491, 20.280)
H (16.682, -16.754, 21.224)
H (16.322, -17.303, 19.834)

For the LUMO energy, the calculation gives -0.2 eV. For the orbital gap, the calculation gives 0.116 Ha. The energy above the lowest of the compared OMol25 structures with the same formula, charge and spin comes out at 3242.0 kJ/mol.